(1)
Molecular formula: C33H88O33S11
Method: DFT, the ωB97M-V functional and the def2-TZVPD basis

Each line ends with the Mulliken charge.
Element x y z (Å)
C -8.410 -18.523 20.838  -1.321
C -8.793 -19.859 20.243  0.157
O -9.047 -19.658 18.872  -0.055
S -8.982 -20.943 17.983  1.211
C -9.378 -20.213 16.440  -0.559
O -7.667 -21.424 17.976  -0.698
O -10.014 -21.838 18.370  -0.643
H -9.090 -17.715 20.566  0.031
H -7.374 -18.251 20.597  0.421
H -8.452 -18.617 21.914  0.419
H -8.021 -20.602 20.398  0.560
H -9.766 -20.160 20.695  -0.219
H -8.853 -19.233 16.437  0.385
H -10.422 -20.103 16.352  -0.107
H -9.016 -20.828 15.620  0.397
C -15.301 -16.093 13.333  -1.073
C -13.890 -15.680 13.642  -0.290
O -13.559 -16.041 15.000  -0.194
S -13.642 -14.944 16.163  1.065
C -11.973 -14.425 16.401  -1.044
O -14.459 -13.861 15.710  -0.667
O -13.999 -15.725 17.317  -0.464
H -15.644 -15.865 12.315  0.394
H -16.037 -15.611 13.971  0.410
H -15.484 -17.187 13.364  -0.053
H -13.139 -16.156 13.037  0.305
H -13.751 -14.579 13.523  0.543
H -11.927 -13.642 17.149  0.459
H -11.722 -14.023 15.383  0.349
H -11.343 -15.287 16.661  0.265
C -7.019 -19.801 11.614  -1.319
C -8.036 -18.761 11.321  -0.238
O -8.505 -18.330 12.613  -0.150
S -9.655 -17.290 12.714  1.241
C -8.897 -15.797 12.442  -1.185
O -10.634 -17.527 11.716  -0.725
O -10.046 -17.314 14.106  -0.564
H -6.156 -19.377 12.093  0.431
H -6.702 -20.210 10.621  0.352
H -7.403 -20.611 12.252  0.242
H -7.638 -17.841 10.782  0.405
H -8.840 -19.066 10.717  0.339
H -9.548 -14.984 12.170  0.390
H -8.306 -16.007 11.551  0.424
H -8.129 -15.703 13.213  0.337
C -16.598 -22.553 17.242  -0.680
C -16.786 -22.210 15.717  1.241
O -17.325 -23.440 15.105  -0.331
S -17.515 -23.437 13.523  1.244
C -19.221 -23.538 13.474  -1.077
O -17.118 -22.202 12.956  -0.529
O -16.915 -24.567 12.898  -0.752
H -15.836 -23.289 17.446  0.077
H -17.562 -22.831 17.651  0.385
H -16.244 -21.641 17.716  -0.256
H -17.579 -21.454 15.584  0.418
H -15.850 -21.975 15.172  -0.695
H -19.506 -23.111 12.542  0.372
H -19.576 -23.031 14.398  0.263
H -19.441 -24.615 13.443  0.374
C -17.591 -19.003 6.882  -1.486
C -17.376 -19.685 8.179  -0.104
O -16.469 -18.912 8.917  -0.264
S -16.399 -19.094 10.483  1.498
C -15.842 -20.720 10.664  -0.309
O -15.396 -18.220 10.975  -0.619
O -17.723 -18.886 10.974  -0.787
H -17.878 -17.958 6.913  0.350
H -18.487 -19.434 6.465  0.415
H -16.695 -19.084 6.286  0.339
H -18.298 -19.630 8.805  0.363
H -17.186 -20.759 8.014  0.245
H -16.528 -21.443 10.199  0.454
H -15.752 -20.997 11.720  -0.456
H -14.827 -20.734 10.197  0.319
C -20.177 -20.714 18.153  -1.007
C -19.349 -19.781 18.882  -0.300
O -18.215 -19.547 17.979  -0.141
S -16.982 -18.651 18.643  1.070
C -16.896 -17.182 17.578  -0.643
O -17.249 -18.284 19.998  -0.726
O -15.776 -19.369 18.422  -0.562
H -20.465 -20.325 17.162  0.248
H -21.091 -21.047 18.672  0.429
H -19.633 -21.667 18.069  0.100
H -19.923 -18.893 19.048  0.324
H -18.981 -20.097 19.843  0.389
H -16.742 -17.605 16.573  0.169
H -16.096 -16.491 17.815  0.117
H -17.871 -16.705 17.594  0.533
C -10.053 -21.545 11.797  -0.220
C -10.802 -22.800 12.149  -0.050
O -11.239 -23.635 10.995  -0.445
S -12.491 -23.188 10.094  1.390
C -13.889 -23.664 11.107  -0.651
O -12.540 -21.799 9.795  -0.596
O -12.441 -24.191 9.075  -0.733
H -10.689 -20.753 11.295  0.073
H -9.179 -21.778 11.155  0.454
H -9.708 -21.113 12.760  -0.160
H -10.145 -23.515 12.647  0.282
H -11.716 -22.613 12.746  -0.132
H -14.831 -23.358 10.641  0.258
H -13.952 -23.183 12.104  -0.090
H -13.857 -24.769 11.248  0.404
C -11.689 -24.704 16.156  -1.465
C -13.093 -24.724 15.776  -0.182
O -13.882 -24.840 16.988  -0.180
S -14.525 -26.322 17.164  1.278
C -15.844 -26.295 15.895  -0.678
O -13.585 -27.328 16.769  -0.627
O -15.143 -26.254 18.454  -0.673
H -11.429 -25.463 16.868  0.412
H -11.380 -23.768 16.555  0.261
H -10.959 -24.944 15.346  0.283
H -13.379 -23.740 15.362  0.057
H -13.433 -25.529 15.147  0.782
H -16.560 -25.509 16.074  0.022
H -16.346 -27.272 15.876  0.503
H -15.421 -26.110 14.882  0.251
C -12.733 -17.580 19.764  1.205
C -12.353 -16.216 20.184  -0.948
O -10.984 -16.236 20.685  -0.085
S -10.250 -14.874 21.011  1.239
C -10.972 -14.559 22.549  -0.900
O -8.879 -15.300 21.182  -0.669
O -10.645 -13.883 20.040  -0.644
H -13.786 -17.579 19.499  -0.048
H -12.524 -18.357 20.512  -0.412
H -12.085 -17.950 18.971  -0.234
H -12.494 -15.501 19.374  0.350
H -12.974 -16.003 21.064  0.316
H -11.146 -15.524 23.023  0.198
H -11.898 -14.030 22.365  0.325
H -10.283 -13.981 23.166  0.420
C -13.867 -21.866 20.911  -0.655
C -12.438 -21.484 21.156  -0.159
O -12.211 -20.130 21.699  -0.158
S -12.377 -19.830 23.240  1.134
C -10.803 -20.158 24.026  -0.738
O -12.506 -18.400 23.245  -0.575
O -13.386 -20.667 23.855  -0.666
H -13.892 -22.974 20.834  0.410
H -14.171 -21.363 19.988  -0.160
H -14.525 -21.592 21.715  0.358
H -11.927 -22.221 21.832  0.486
H -11.955 -21.418 20.179  -0.122
H -10.545 -21.217 24.011  0.329
H -10.779 -19.757 25.036  0.430
H -10.065 -19.549 23.521  0.026
C -12.882 -20.161 17.453  0.316
C -13.085 -19.047 16.514  0.776
O -13.976 -19.467 15.410  0.207
S -13.327 -20.303 14.178  0.918
C -13.119 -19.045 12.948  0.846
O -12.049 -20.826 14.483  -0.360
O -14.385 -21.184 13.724  -0.822
H -12.382 -19.901 18.370  -0.222
H -12.321 -21.027 17.070  0.030
H -13.914 -20.507 17.655  -0.463
H -13.618 -18.280 17.029  -0.011
H -12.190 -18.546 16.093  0.032
H -14.039 -18.536 12.972  -0.667
H -12.892 -19.434 11.953  0.367
H -12.258 -18.430 13.264  -0.804

Its total charge is 0. Its LUMO energy is -0.0016 Eh. The value obtained for the total energy is -8172.9572 Ha. As for the SMILES: CCOS(C)(=O)=O.CCOS(C)(=O)=O.CCOS(C)(=O)=O.CCOS(C)(=O)=O.CCOS(C)(=O)=O.CCOS(C)(=O)=O.CCOS(C)(=O)=O.CCOS(C)(=O)=O.CCOS(C)(=O)=O.CCOS(C)(=O)=O.CCOS(C)(=O)=O. As for the frontier orbital gap: 0.3925 Eh. For the energy relative to the best compared isomer or geometry (same formula, charge and spin), the calculation gives 1.274 eV.

***

(2)
Molecular formula: C33H89Li3N7O16
Method: DFT, the ωB97M-V functional and the def2-TZVPD basis

Each line ends with the Mulliken charge.
Element x y z (Å)
Li -1.987 4.139 -0.737  0.949
Li 2.950 1.804 -0.998  0.715
Li 0.486 3.052 -1.106  0.661
O -1.257 2.353 -0.121  -0.787
C -0.840 0.986 -0.239  0.336
C 0.169 0.391 -1.392  1.087
O 1.256 1.167 -1.813  -0.789
H -1.777 0.430 -0.205  -0.645
H -0.401 0.631 0.693  -0.328
H -0.461 0.486 -2.276  0.216
H 0.343 -0.675 -1.243  -0.213
C -5.310 0.717 0.303  0.598
O -6.465 1.025 0.568  -0.728
N -4.302 1.096 1.079  -0.049
N -4.966 0.087 -0.745  -0.092
H -4.526 1.610 1.919  0.187
H -3.328 1.045 0.819  -0.227
H -5.748 0.019 -1.379  0.252
H -4.011 0.084 -1.076  -0.136
C 0.445 -2.685 -7.255  -0.372
O 0.378 -4.018 -6.738  -0.412
C 1.028 -3.982 -5.424  -0.913
C 0.326 -3.236 -4.250  0.318
N -1.143 -3.590 -4.107  -0.248
C -1.832 -2.603 -3.379  -0.732
C -2.280 -1.429 -4.277  0.425
O -2.908 -1.873 -5.425  -0.526
C -3.268 -0.705 -6.272  -0.806
H -0.166 -1.987 -6.683  -0.006
H 0.055 -2.670 -8.273  0.262
H 1.523 -2.529 -7.313  0.293
H 2.030 -3.568 -5.536  0.377
H 1.312 -4.984 -5.103  0.387
H 0.429 -2.187 -4.528  -0.117
H 0.884 -3.367 -3.323  0.159
H -1.541 -3.758 -5.020  0.441
H -1.311 -2.035 -2.608  -0.297
H -2.797 -3.039 -3.121  0.554
H -1.398 -0.813 -4.452  -0.234
H -2.917 -0.856 -3.603  0.552
H -4.147 -0.986 -6.853  0.435
H -2.615 -0.436 -7.102  0.331
H -3.679 0.100 -5.663  0.178
C -3.289 3.034 -6.105  -0.829
O -3.796 3.126 -4.797  -0.443
C -2.880 2.716 -3.891  -0.193
C -3.654 2.779 -2.498  0.697
N -3.548 4.127 -1.869  -0.412
C -4.570 4.229 -0.798  -0.201
C -4.122 5.397 0.157  -0.650
O -2.704 5.553 0.317  -0.259
C -2.250 6.310 1.476  -0.861
H -4.019 3.422 -6.815  0.345
H -2.936 2.117 -6.577  0.230
H -2.592 3.842 -6.328  0.362
H -2.123 3.500 -3.860  0.343
H -2.445 1.782 -4.246  0.076
H -3.221 2.069 -1.794  -0.623
H -4.673 2.451 -2.703  0.339
H -3.668 4.806 -2.607  0.207
H -4.419 3.367 -0.147  -0.100
H -5.603 4.307 -1.136  0.514
H -4.660 5.312 1.101  0.485
H -4.607 6.278 -0.262  0.415
H -2.694 5.967 2.410  0.342
H -2.316 7.379 1.271  0.287
H -1.202 6.154 1.732  0.265
C -2.066 -2.373 0.755  -0.261
O -2.389 -3.397 1.667  -0.476
C -3.277 -3.032 2.715  -0.421
C -2.854 -3.625 4.104  -0.766
N -1.937 -2.716 4.870  0.035
C -1.973 -2.781 6.288  -0.586
C -1.416 -1.500 6.991  0.008
O -2.431 -0.623 7.437  -0.414
C -2.471 0.746 6.943  -0.603
H -1.387 -2.786 0.009  0.245
H -1.370 -1.659 1.194  -0.043
H -2.927 -1.856 0.333  0.415
H -4.217 -3.502 2.426  0.341
H -3.345 -1.950 2.825  0.265
H -2.347 -4.576 3.940  0.275
H -3.764 -3.699 4.700  0.411
H -1.906 -1.820 4.404  -0.045
H -1.738 -3.768 6.686  0.519
H -3.007 -2.783 6.633  0.330
H -0.755 -1.031 6.262  -0.352
H -0.710 -1.844 7.747  0.371
H -1.589 1.264 7.318  0.312
H -3.304 1.310 7.363  0.316
H -2.415 0.801 5.856  0.149
C 0.707 2.001 4.591  -0.571
O 1.581 0.924 4.647  -0.468
C 1.274 -0.059 3.697  -0.084
C 2.119 -1.258 4.050  -1.254
N 3.633 -0.978 3.881  -0.021
C 4.358 -1.907 4.766  -0.904
C 5.871 -1.984 4.450  -0.675
O 6.386 -0.826 5.119  -0.267
C 7.764 -0.889 5.319  -0.786
H 1.143 2.731 5.273  0.348
H -0.246 1.656 4.993  0.243
H 0.695 2.534 3.640  0.091
H 1.545 0.353 2.724  0.248
H 0.220 -0.326 3.626  0.310
H 1.876 -1.980 3.270  0.393
H 1.887 -1.571 5.067  0.655
H 3.722 0.003 4.102  0.251
H 3.868 -2.852 4.529  0.416
H 4.135 -1.381 5.695  0.528
H 6.109 -2.076 3.391  0.380
H 6.159 -2.941 4.886  0.422
H 8.198 -0.102 5.936  0.259
H 8.307 -0.873 4.374  0.293
H 8.043 -1.881 5.674  0.325
C 5.596 2.792 -2.346  -0.822
O 5.138 1.993 -1.293  -0.232
C 5.788 0.843 -0.920  -0.910
C 4.982 0.178 0.135  -0.481
N 3.679 -0.254 -0.441  0.710
C 3.020 -1.316 0.414  -0.591
C 3.919 -2.619 0.647  -0.328
O 4.613 -2.885 -0.506  -0.400
C 3.796 -3.669 -1.445  -0.463
H 6.014 3.709 -1.929  0.306
H 4.700 3.086 -2.894  0.205
H 6.258 2.312 -3.066  0.351
H 6.705 1.155 -0.420  0.404
H 5.958 0.128 -1.725  0.480
H 4.891 0.815 1.015  0.319
H 5.626 -0.640 0.461  0.274
H 3.897 -0.879 -1.204  0.115
H 2.085 -1.589 -0.076  -0.068
H 2.837 -0.656 1.262  0.224
H 3.429 -3.537 0.972  0.567
H 4.560 -2.381 1.497  -0.312
H 2.826 -3.237 -1.690  -0.010
H 3.612 -4.697 -1.132  0.385
H 4.236 -3.723 -2.441  0.346
O 2.166 -0.737 -3.908  -0.685
H 2.013 0.063 -4.411  0.383
H 1.879 -0.521 -3.020  -0.016
O 0.616 1.411 -4.702  -0.706
H 0.879 2.177 -4.191  0.391
H 0.015 0.935 -4.129  0.011
O -1.544 3.173 2.427  -0.536
H -0.615 3.327 2.602  0.174
H -1.572 2.895 1.511  0.364

Its total charge is +1. Its LUMO energy is -0.1586 Eh. The value obtained for the total energy is -2919.9892 Ha. As for the frontier orbital gap: 0.2015 Eh.

***

(3)
Molecular formula: C33H89N7O9
Method: DFT, the ωB97M-V functional and the def2-TZVPD basis

Each line ends with the Löwdin spin population.
Element x y z (Å)
C 5.712 -1.308 0.206  0.126
C 4.683 -0.211 0.182  0.012
C 5.065 0.973 1.086  0.073
O 3.953 1.885 1.289  0.020
C 4.098 2.907 2.293  0.057
N 4.502 0.191 -1.167  0.019
H 6.061 -1.379 1.236  0.033
H 6.514 -1.092 -0.499  0.026
H 5.228 -2.227 -0.125  0.018
H 3.690 -0.553 0.474  0.003
H 5.922 1.540 0.721  0.026
H 5.378 0.539 2.035  0.026
H 5.123 3.212 2.506  0.011
H 3.692 2.561 3.243  0.011
H 3.577 3.832 2.045  0.006
H 4.201 1.143 -1.011  0.014
H 5.363 0.413 -1.647  0.033
C -7.765 0.422 -0.101  0.001
C -8.198 -0.992 -0.235  0.000
C -7.023 -1.902 -0.487  0.001
O -5.987 -1.793 0.466  0.001
C -4.917 -2.754 0.324  0.006
N -8.814 -1.369 0.965  0.000
H -7.048 0.629 0.694  0.000
H -8.717 0.950 -0.042  0.000
H -7.306 0.749 -1.034  0.000
H -8.798 -1.198 -1.122  0.000
H -6.657 -1.605 -1.470  0.001
H -7.402 -2.912 -0.641  0.000
H -4.675 -2.951 1.368  0.001
H -3.998 -2.393 -0.139  0.001
H -5.229 -3.758 0.035  0.002
H -8.915 -2.369 0.872  0.000
H -8.129 -1.196 1.687  0.000
C 1.039 2.203 -0.999  0.012
C 0.208 1.415 0.008  0.003
C -0.120 -0.074 -0.347  0.004
O -1.017 -0.247 -1.454  0.005
C -1.206 -1.553 -1.992  0.009
N 0.880 1.428 1.328  0.002
H 0.583 2.258 -1.987  0.002
H 1.926 1.712 -1.399  0.007
H 1.235 3.258 -0.808  0.004
H -0.703 2.000 0.134  0.000
H -0.609 -0.507 0.525  0.001
H 0.812 -0.630 -0.455  0.003
H -1.807 -2.286 -1.454  0.001
H -0.252 -1.996 -2.277  0.002
H -1.889 -1.266 -2.791  0.002
H 1.105 2.373 1.604  0.002
H 1.650 0.793 1.481  0.000
C -0.923 5.442 1.014  0.003
C -1.635 6.030 2.289  0.001
C -3.029 5.336 2.497  0.001
O -3.904 5.981 1.584  0.000
C -5.272 5.537 1.609  0.001
N -0.825 5.548 3.372  0.002
H -0.486 4.454 1.160  0.001
H -0.078 6.083 0.763  0.002
H -1.557 5.534 0.132  0.001
H -1.556 7.116 2.326  0.000
H -3.282 5.168 3.543  0.000
H -2.894 4.270 2.312  0.000
H -5.901 5.878 2.431  0.000
H -5.445 4.471 1.458  0.000
H -5.838 6.127 0.888  0.000
H -1.254 5.991 4.172  0.001
H -0.978 4.552 3.302  0.001
C 0.884 -4.576 -3.486  0.010
C 1.706 -5.388 -2.483  0.007
C 3.187 -5.724 -3.067  0.021
O 3.112 -6.228 -4.405  0.007
C 3.111 -7.655 -4.555  0.005
N 1.753 -4.617 -1.284  0.005
H 0.909 -4.977 -4.500  0.001
H 1.290 -3.565 -3.509  0.004
H -0.194 -4.564 -3.331  0.002
H 1.250 -6.310 -2.123  0.001
H 3.754 -6.309 -2.343  0.009
H 3.845 -4.858 -3.137  0.007
H 3.118 -7.863 -5.625  0.001
H 2.286 -8.131 -4.026  0.001
H 3.991 -8.192 -4.201  0.001
H 2.416 -5.076 -0.675  0.007
H 2.245 -3.757 -1.476  0.004
C 1.743 6.030 -7.986  0.001
C 0.783 5.584 -6.850  0.003
C 1.433 6.045 -5.449  0.007
O 0.563 5.795 -4.332  0.004
C 0.406 4.480 -3.877  0.017
N -0.614 6.041 -6.877  0.001
H 1.954 7.097 -7.922  0.000
H 1.297 5.917 -8.974  0.000
H 2.675 5.468 -8.031  0.001
H 0.617 4.515 -6.716  0.001
H 1.797 7.072 -5.476  0.001
H 2.388 5.592 -5.180  0.004
H 1.207 4.332 -3.153  0.005
H 0.292 3.837 -4.750  0.004
H -0.507 4.504 -3.281  0.002
H -1.039 5.843 -5.983  0.001
H -0.472 7.038 -6.806  0.000
O 3.078 -2.279 -2.009  0.042
H 2.962 -2.112 -2.945  0.016
H 3.405 -1.451 -1.657  0.002
O -1.618 2.043 2.810  0.006
H -1.568 1.588 3.651  0.002
H -0.818 1.785 2.351  0.000
C 2.588 -2.245 5.676  0.031
C 1.774 -2.346 4.373  0.001
C 2.470 -3.478 3.552  0.027
C 1.673 -4.001 2.296  0.012
C 0.299 -4.401 2.803  0.006
C -0.445 -3.348 3.664  0.001
N 0.387 -2.838 4.768  0.001
O -0.309 -1.891 5.522  0.007
C -1.063 -2.188 2.851  0.002
C -1.602 -4.168 4.265  0.006
C 1.856 -1.003 3.682  0.011
H 2.132 -1.924 6.613  0.002
H 2.875 -3.257 5.959  0.003
H 3.529 -1.696 5.665  0.017
H 3.403 -3.129 3.111  0.015
H 2.825 -4.267 4.214  0.006
H 1.542 -3.138 1.643  0.002
H 2.172 -4.794 1.740  0.009
H 0.523 -5.166 3.546  0.002
H -0.437 -4.675 2.048  0.002
H -2.114 -2.381 2.636  0.001
H -0.776 -2.109 1.803  0.001
H -1.013 -1.151 3.180  0.001
H -2.090 -4.869 3.588  0.002
H -2.506 -3.616 4.524  0.001
H -1.343 -4.668 5.198  0.001
H 2.879 -0.630 3.635  0.007
H 1.411 -1.183 2.703  0.001
H 1.253 -0.309 4.269  0.004
H -0.687 -2.490 6.169  0.001

Its total charge is -1. Its LUMO energy (spin up / spin down) is 0.0803 / 0.0777 Eh. The value obtained for the total energy is -2370.8116 Ha. As for the frontier orbital gap (spin up / spin down): 0.0570 / 0.3199 Eh. Its spin multiplicity is 2.